# 1
C20H31Cl2N4O3Ti | ωB97M-V/def2-TZVPD

Geometry as XYZ:
```
61
Properties=species:S:1:pos:R:3:mulliken_spin:R:1
O -2.4158 -0.7813 0.1804 -0.017
C -3.0608 -1.7978 -0.5110 -0.019
C -4.5763 -1.8206 -0.0348 -0.002
C -5.0022 -1.2388 1.1812 0.005
H -4.2734 -0.9191 1.9120 -0.003
C -6.3478 -1.1491 1.5154 -0.001
H -6.6595 -0.7571 2.4624 0.000
C -7.3416 -1.6220 0.6591 0.000
H -8.4286 -1.6285 0.9463 0.000
C -6.9475 -2.0850 -0.6193 0.001
H -7.7268 -2.4200 -1.3108 0.001
C -5.5989 -2.1529 -0.9544 0.001
H -5.3086 -2.5465 -1.9456 0.000
H -3.1047 -1.5940 -1.5793 0.002
C -1.9579 -3.9103 0.3894 -0.008
C -1.9599 -2.8605 -0.6409 0.005
H -0.9583 -4.3264 0.4901 0.006
H -2.6749 -4.7453 0.2612 0.002
H -2.1996 -3.4393 1.3336 0.001
C -0.9682 -2.4316 -1.4861 0.038
C 0.4619 -2.7975 -1.5387 -0.058
H -1.1518 -1.5002 -2.0349 -0.010
H 0.6673 -3.8355 -1.7638 -0.004
H 1.0023 -2.5384 -0.6226 0.051
H 0.9531 -2.1950 -2.3090 -0.003
Ti -0.9586 0.2763 0.2042 1.355
Cl -1.0407 -0.4296 2.4901 -0.010
Cl -2.2172 0.8132 -1.9611 0.006
C 1.6848 -0.7689 1.3793 0.317
O 0.9495 -0.3876 0.3998 0.018
N 2.8631 -0.2220 1.6085 -0.064
C 3.4227 0.8002 0.7236 0.043
C 3.7216 -0.7347 2.6694 0.041
H 1.3098 -1.5388 2.0711 0.018
H 2.6809 1.0709 -0.0255 0.006
H 4.3217 0.4058 0.2518 -0.028
H 3.6958 1.6686 1.3237 0.012
H 3.1631 -1.4424 3.3121 0.021
H 4.0935 0.0948 3.2884 0.003
H 4.5984 -1.2538 2.2405 -0.020
H 2.9720 2.0265 -4.3302 0.000
H 1.2449 3.5262 -5.0997 0.000
C 2.2503 1.2547 -4.0403 -0.003
C 0.4971 2.7306 -4.8965 0.001
N 0.9536 1.8743 -3.8131 0.009
H 2.5794 0.7394 -3.1447 0.003
C 0.2991 1.8834 -2.6294 0.023
O 0.5771 1.1197 -1.6569 0.020
H -0.4676 3.1893 -4.6125 0.000
H -0.5072 2.6370 -2.5542 0.006
H 2.1876 0.5580 -4.8803 0.000
H 0.3740 2.1545 -5.8317 -0.001
N -2.2351 4.0548 1.1612 0.036
C -0.8238 4.2949 1.1207 -0.007
C -0.2611 3.0983 0.8218 0.086
N -1.2508 2.1450 0.7066 -0.020
C -2.4242 2.7512 0.8945 0.144
H -2.9635 4.7396 1.3756 -0.004
H -0.3652 5.2798 1.2923 -0.002
H 0.7661 2.8002 0.6767 -0.022
H -3.3657 2.2415 0.7889 0.026
```

Properties
- Charge: -1
- Expectation value of S²: 2.02
- LUMO level (spin up / spin down): 2.48 / 2.42 eV
- Multiplicity: 3

---

# 2
C6H12O2 | ωB97M-V/def2-TZVPD

Geometry as XYZ:
```
20
Properties=species:S:1:pos:R:3:lowdin_charge:R:1
C 1.4936 -0.6821 -0.0005 -0.341
C 0.6783 1.7575 0.3144 0.002
C -1.8840 0.2276 0.3493 0.027
C -1.1470 -0.9491 -1.7196 -0.036
C 0.4651 0.3879 -0.2975 -0.406
C -0.9261 -0.0607 -0.5345 -0.307
O 1.4500 -0.0333 -1.2318 0.038
O 2.5793 -0.4811 0.8087 0.045
H 2.9521 0.3928 0.6369 0.102
H 1.2442 -1.7382 -0.0432 0.158
H -0.2188 -1.4003 2.8781 0.053
H 0.6327 1.6945 1.4007 0.091
H -0.0874 2.4411 -0.0429 0.088
H 1.6539 2.1527 0.0308 0.088
H -1.7513 0.9513 1.1358 0.058
H -0.8125 -0.4350 -2.6365 0.098
H -0.6464 -1.1110 2.2655 0.020
H -2.9050 -0.0484 0.1375 0.062
H -0.5751 -1.8625 -1.6255 0.079
H -2.1956 -1.2038 -1.8255 0.079
```

Properties
- LUMO level: 0.90 eV

---

# 3
C21H30ClN3O | ωB97M-V/def2-TZVPD

Geometry as XYZ:
```
56
Properties=species:S:1:pos:R:3:lowdin_charge:R:1
C -5.7514 -3.2122 0.5196 -0.085
C -4.7975 -2.1225 0.0388 -0.437
C -4.5739 -2.2337 -1.4663 -0.073
C -5.3549 -0.7366 0.3989 -0.132
C -4.4034 0.3537 0.0512 -0.324
C -3.1176 0.5755 0.5836 0.030
C -2.6398 1.6877 -0.0730 -0.253
C -1.3320 2.3944 0.0325 -0.124
N -0.2388 1.4528 -0.1497 -0.186
C -0.1883 0.9162 -1.5003 -0.170
C 0.8003 -0.2423 -1.5608 -0.152
C 2.1810 0.2068 -1.0901 -0.127
C 2.1259 0.9033 0.2759 -0.403
C 1.8067 -0.0772 1.4239 -0.208
O 0.5539 -0.6978 1.3637 -0.065
C 3.4804 1.5911 0.5773 -0.098
C 4.6443 0.6447 0.6429 -0.224
C 5.0296 0.0652 1.8467 -0.047
C 6.0930 -0.8181 1.8986 -0.070
C 6.7988 -1.1383 0.7521 -0.111
C 6.4250 -0.5494 -0.4438 -0.664
Cl 7.3021 -0.9195 -1.8894 0.670
C 5.3632 0.3362 -0.5055 -0.072
C 1.0513 2.0031 0.2247 -0.131
N -3.6164 2.0601 -0.9333 0.023
N -4.6859 1.2667 -0.8619 0.086
H -6.7228 -3.1029 0.0418 0.079
H -5.3583 -4.1967 0.2762 0.074
H -5.8904 -3.1560 1.5971 0.074
H -3.8345 -2.2496 0.5452 0.131
H -4.1536 -3.2044 -1.7198 0.076
H -3.8892 -1.4614 -1.8083 0.067
H -5.5154 -2.1137 -1.9978 0.083
H -5.5598 -0.7029 1.4723 0.120
H -6.2883 -0.5636 -0.1385 0.121
H -2.6161 0.0021 1.3351 0.112
H -1.2353 2.8292 1.0335 0.131
H -1.2945 3.2210 -0.7015 0.130
H -1.1873 0.5641 -1.7675 0.121
H 0.1068 1.7014 -2.2214 0.131
H 0.4424 -1.0531 -0.9280 0.111
H 0.8631 -0.6094 -2.5866 0.116
H 2.8510 -0.6522 -1.0383 0.124
H 2.5887 0.9121 -1.8202 0.122
H 1.8954 0.4777 2.3743 0.127
H 2.5477 -0.8824 1.4332 0.126
H -0.0820 -0.0309 1.0452 0.056
H 3.6670 2.3326 -0.2028 0.126
H 3.3934 2.1196 1.5294 0.126
H 4.4951 0.3104 2.7518 0.114
H 6.3788 -1.2617 2.8403 0.107
H 7.6286 -1.8262 0.7842 0.103
H 5.1034 0.7880 -1.4500 0.111
H 0.9572 2.4627 1.2137 0.135
H 1.3686 2.7912 -0.4840 0.137
H -3.6151 2.8453 -1.5647 0.156
```

Properties
- Structure (SMILES): CC(C)Cc1cc(CN2CCC[C@@](CO)(Cc3cccc(Cl)c3)C2)[nH]n1
- LUMO level: 0.64 eV

---

# 4
C4H8NO | ωB97M-V/def2-TZVPD

Geometry as XYZ:
```
14
Properties=species:S:1:pos:R:3:lowdin_charge:R:1
C 2.1923 0.2843 -0.3183 -0.013
C 0.7181 -0.0668 -0.1634 -0.059
N 0.1224 -0.3379 0.9014 0.115
C -1.2627 -0.5543 0.8017 -0.067
C -2.1271 -0.1632 -0.1017 -0.148
O -2.1873 0.6967 -1.1053 0.117
H 2.5717 0.3603 -1.3811 0.107
H 2.8788 -0.3111 0.3466 0.107
H 2.3869 1.3669 0.1167 0.139
H 0.1001 -0.1224 -1.0379 0.140
H 0.5197 -0.3862 1.8520 0.212
H -1.4425 -1.3714 1.4250 0.120
H -3.0466 -0.5868 0.0365 0.121
H -1.4239 1.1918 -1.3721 0.108
```

Properties
- Charge: +1
- Structure (SMILES): C/C=[NH+]/C=C\O
- LUMO level: -5.03 eV

---

# 5
C6H12O | ωB97M-V/def2-TZVPD

Geometry as XYZ:
```
19
Properties=species:S:1:pos:R:3:lowdin_charge:R:1
C -2.1223 1.7810 0.3790 -0.100
C -1.1804 0.6360 0.1345 -0.159
C 0.0107 0.4459 0.6866 -0.087
C 1.1159 -0.3894 0.0801 -0.442
C 2.0078 0.5447 -0.7281 -0.037
O 0.6583 -1.3761 -0.8112 -0.168
C -0.0171 -2.3915 -0.1126 -0.112
H -3.1174 1.4432 0.1247 0.060
H -1.8791 2.6105 -0.2991 0.078
H -2.1348 2.2130 1.3843 0.074
H -1.5149 -0.0498 -0.6490 0.113
H 0.3115 1.0574 1.5373 0.117
H 1.7105 -0.8665 0.8768 0.143
H 2.8637 -0.0038 -1.1287 0.081
H 2.3633 1.3684 -0.1015 0.083
H 1.4333 0.9632 -1.5623 0.090
H 0.6708 -2.9719 0.5193 0.089
H -0.4163 -3.0661 -0.8826 0.098
H -0.7633 -1.9482 0.5525 0.079
```

Properties
- Structure (SMILES): C/C=C/[C@H](C)OC
- LUMO level: 1.14 eV

---

# 6
C31H23BF4O2S | ωB97M-V/def2-TZVPD

Geometry as XYZ:
```
62
Properties=species:S:1:pos:R:3:lowdin_charge:R:1
F 4.8896 -0.2191 3.6738 0.029
C 3.6822 -0.2190 3.0155 -0.254
C 3.0820 -1.4332 2.6776 0.001
C 1.8857 -1.4111 1.9615 -0.030
C 1.2638 -0.2101 1.5903 -0.184
C -0.0982 -0.2335 0.9049 -0.034
B -0.6729 1.1742 0.5979 -0.580
O -1.9375 1.2439 -0.0032 0.200
C -2.1678 2.5789 -0.1292 -0.183
C -3.3892 3.1470 0.1280 0.006
C -3.3742 4.3926 0.7697 -0.073
C -2.1817 5.0965 0.9944 -0.075
C -0.9481 4.5719 0.6043 0.001
C -0.9762 3.2878 0.1342 -0.168
O -0.0112 2.3890 0.5333 0.177
C -1.1860 -0.3876 2.0142 -0.161
C -2.4145 -1.0271 1.7735 -0.034
C -3.5704 -0.6003 2.4164 -0.078
C -3.5181 0.4430 3.3448 -0.088
C -2.2769 0.9549 3.7510 -0.059
C -1.1152 0.4444 3.1670 -0.017
C 1.8733 0.9690 2.0384 -0.035
C 3.0872 0.9982 2.7150 0.006
H 3.5357 -2.3769 2.9845 0.121
H 1.3982 -2.3477 1.6766 0.125
H -0.1844 -0.9287 0.0638 0.130
H -4.3027 2.5800 -0.0628 0.126
H -4.3219 4.8010 1.1263 0.104
H -2.2008 6.0473 1.5191 0.102
H 0.0115 5.0450 0.7976 0.125
H -2.4474 -1.8230 1.0263 0.120
H -4.5298 -1.0806 2.1934 0.108
H -4.4375 0.8430 3.7842 0.103
H -2.2301 1.7283 4.5252 0.110
H -0.1324 0.7652 3.5169 0.119
H 1.4039 1.9224 1.8587 0.106
H 3.5420 1.9458 3.0140 0.124
C -1.1300 1.3819 -5.7692 -0.108
C -0.3447 0.7810 -4.6717 -0.596
C 0.9035 1.2231 -4.2420 -0.123
C 1.4564 0.4144 -3.2118 -0.096
C 0.6980 -0.7251 -2.9173 -0.444
C 0.9783 -1.7815 -1.9899 -0.256
C 0.0693 -2.8341 -1.7394 -0.046
C 0.5584 -4.0413 -1.2794 -0.005
C 1.9204 -4.1568 -1.0090 -0.138
C 2.4717 -5.5375 -0.9067 -0.525
F 3.5745 -5.6981 -1.7002 0.121
F 2.8512 -5.8627 0.3652 0.116
F 1.5546 -6.4800 -1.2941 0.104
C 2.7227 -3.0235 -0.8558 -0.014
C 2.2262 -1.8276 -1.3119 -0.023
S -0.7608 -0.7090 -3.9230 1.090
H -0.4402 1.9131 -6.4246 0.083
H -1.6541 0.5938 -6.3114 0.074
H -1.8576 2.1126 -5.4167 0.082
H 1.3834 2.1031 -4.6724 0.114
H 2.3897 0.6433 -2.6986 0.110
H -1.0004 -2.6966 -1.9151 0.109
H -0.1046 -4.8897 -1.1825 0.124
H 3.7205 -3.0813 -0.4236 0.135
H 2.7838 -0.8928 -1.1963 0.124
```

Properties
- Structure (SMILES): Fc1ccc([C@H](B2Oc3ccccc3O2)c2ccccc2)cc1.Cc1ccc(-c2ccc(C(F)(F)F)cc2)s1
- LUMO level: -0.28 eV